Computed, not measured: a 9-piece molecular cluster, C30H54O27 overall, with the ωB97M-V functional and the def2-TZVPD basis.

CARTESIAN COORDINATES (ANGSTROEM)
C (0.366, -1.068, 5.602)
C (1.208, 0.212, 5.836)
C (0.815, 1.346, 4.811)
O (0.081, 2.225, 5.651)
C (0.257, 1.963, 6.917)
O (-0.226, 2.704, 7.803)
O (0.898, 0.820, 7.098)
H (0.363, -1.338, 4.558)
H (-0.697, -0.829, 5.914)
H (0.761, -1.830, 6.217)
H (2.279, 0.046, 5.769)
H (0.241, 1.045, 3.921)
H (1.775, 1.827, 4.523)
C (1.942, -0.390, -0.879)
C (1.523, 0.395, 0.390)
C (0.655, -0.400, 1.424)
O (1.588, -0.588, 2.475)
C (2.585, 0.207, 2.338)
O (3.365, 0.481, 3.245)
O (2.698, 0.724, 1.135)
H (2.684, -1.201, -0.701)
H (2.350, 0.262, -1.633)
H (1.115, -0.912, -1.376)
H (0.937, 1.215, -0.014)
H (0.324, -1.367, 1.039)
H (-0.209, 0.227, 1.737)
C (3.919, 3.994, 0.340)
C (2.525, 4.591, 0.522)
C (1.576, 4.273, -0.599)
O (0.469, 3.641, 0.030)
C (0.759, 3.418, 1.317)
O (0.008, 2.902, 2.150)
O (1.930, 3.899, 1.603)
H (4.459, 4.186, 1.239)
H (4.454, 4.399, -0.535)
H (3.983, 2.890, 0.215)
H (2.479, 5.606, 0.788)
H (2.003, 3.671, -1.380)
H (1.395, 5.139, -1.178)
C (-2.721, 1.930, 3.963)
O (-3.465, 0.785, 4.345)
C (-2.947, -0.402, 4.122)
O (-1.740, -0.670, 3.415)
O (-3.714, -1.456, 4.513)
C (-3.255, -2.733, 4.217)
H (-3.217, 2.662, 3.426)
H (-1.867, 1.606, 3.407)
H (-2.319, 2.260, 4.881)
H (-3.035, -2.699, 3.175)
H (-4.035, -3.496, 4.441)
H (-2.278, -3.010, 4.695)
C (0.452, -4.106, -2.188)
O (0.024, -3.863, -3.545)
C (0.360, -2.841, -4.233)
O (1.443, -2.045, -3.883)
O (-0.371, -2.600, -5.265)
C (0.090, -1.666, -6.233)
H (-0.063, -4.998, -1.814)
H (0.130, -3.225, -1.624)
H (1.542, -4.204, -2.065)
H (-0.681, -1.584, -7.100)
H (1.030, -1.997, -6.658)
H (0.171, -0.729, -5.783)
C (0.312, -3.841, 3.255)
O (0.294, -4.989, 2.422)
C (-0.884, -5.301, 1.833)
O (-2.069, -4.621, 2.110)
O (-0.799, -6.366, 1.051)
C (-1.943, -6.783, 0.310)
H (0.078, -4.007, 4.314)
H (-0.405, -3.062, 2.986)
H (1.284, -3.388, 3.181)
H (-2.607, -7.386, 0.918)
H (-1.580, -7.395, -0.573)
H (-2.594, -6.004, -0.150)
C (-3.432, -2.517, 0.326)
O (-3.530, -1.201, 0.781)
C (-2.777, -0.263, 0.266)
O (-1.805, -0.544, -0.732)
O (-2.979, 0.939, 0.810)
C (-2.256, 2.013, 0.257)
H (-2.443, -2.834, 0.109)
H (-4.043, -2.560, -0.621)
H (-3.812, -3.235, 1.076)
H (-1.165, 1.903, 0.372)
H (-2.545, 2.896, 0.818)
H (-2.450, 2.194, -0.770)
C (2.831, 0.677, -4.802)
O (2.942, 2.017, -5.052)
C (3.247, 2.891, -4.115)
O (3.634, 2.489, -2.798)
O (3.225, 4.223, -4.554)
C (3.429, 5.298, -3.611)
H (2.142, 0.144, -5.425)
H (2.407, 0.443, -3.896)
H (3.816, 0.123, -4.947)
H (2.886, 6.228, -3.955)
H (4.467, 5.486, -3.321)
H (2.875, 4.976, -2.705)
C (-3.062, 1.058, -7.136)
O (-2.103, 1.756, -6.299)
C (-1.830, 1.108, -5.204)
O (-2.550, 0.032, -4.722)
O (-0.803, 1.529, -4.516)
C (-0.711, 1.084, -3.218)
H (-3.216, 1.670, -7.995)
H (-3.972, 1.002, -6.522)
H (-2.766, 0.086, -7.500)
H (-1.600, 1.304, -2.616)
H (0.159, 1.458, -2.743)
H (-0.493, 0.015, -3.242)

The calculation puts the energy above the lowest of the compared OMol25 structures with the same formula, charge and spin at 5.3112 eV. The SMILES is C[C@H]1COC(=O)O1.C[C@H]1COC(=O)O1.C[C@H]1COC(=O)O1.COC(=O)OC.COC(=O)OC.COC(=O)OC.COC(=O)OC.COC(=O)OC.COC(=O)OC. The LUMO energy is 0.3185 eV. Its total energy is -3206.769131 a.u. The calculation puts the HOMO-LUMO gap at 10.20 eV.

Atom charges from the Mulliken analysis, given in e for atoms 1 to 99: -0.769 0.274 0.973 -0.427 0.623 -0.658 -0.399 -0.133 0.149 0.562 0.445 -0.969 0.261 -1.836 2.493 1.151 -0.158 0.428 -0.687 -0.332 0.411 0.002 0.117 -0.983 0.246 -1.118 -1.201 0.328 0.030 -0.468 0.447 -0.411 -0.338 0.449 0.289 0.170 0.434 -0.511 0.734 -0.049 -0.428 0.240 0.502 -0.445 -0.033 0.407 -0.472 0.376 -0.229 0.252 0.127 -0.065 -0.400 0.914 -0.600 -0.269 -0.149 0.068 -0.060 0.308 0.137 0.399 -0.262 -0.262 -0.333 0.662 -0.500 -0.350 -0.611 0.409 -0.122 0.352 0.351 0.252 0.237 -0.723 -0.349 0.580 -0.228 -0.315 -0.927 0.223 0.385 0.252 0.266 0.249 0.642 0.190 -0.294 0.685 -0.538 -0.317 0.051 0.045 -0.274 0.340 0.282 0.288 -0.401

***

Computed, not measured: a single Cl5H2NSi2 molecule, with the ωB97M-V functional and the def2-TZVPD basis.

CARTESIAN COORDINATES (ANGSTROEM)
N (0.111, 0.429, 0.176)
Si (-0.338, 1.890, 0.945)
Cl (-2.709, 2.246, 0.646)
Cl (0.565, 3.396, 0.022)
Si (-0.239, 1.592, 3.239)
Cl (-1.194, 3.024, 4.279)
Cl (1.675, 1.517, 3.893)
Cl (-1.092, -0.187, 3.669)
H (-0.252, -0.442, 0.534)
H (0.224, 0.378, -0.825)

The calculation puts the energy above the lowest of the compared OMol25 structures with the same formula, charge and spin at 0.6752 eV. The SMILES is N[Si](Cl)(Cl)[Si](Cl)(Cl)Cl. The LUMO energy is 0.2661 eV. Its total energy is -2936.195668 a.u. The calculation puts the HOMO-LUMO gap at 10.80 eV.

Mulliken atomic charges, in units of e: -0.418 0.507 -0.381 -0.188 0.650 -0.188 -0.216 -0.219 0.223 0.229

***

Computed, not measured: C32H40BBrF4N2O3S6SiTb as an isolated structure, with the ωB97M-V functional and the def2-TZVPD basis.

CARTESIAN COORDINATES (ANGSTROEM)
Tb (1.921, 0.206, 0.923)
Br (5.012, -0.279, 0.928)
C (4.927, -1.980, 1.795)
C (6.133, -2.517, 2.119)
C (6.175, -3.771, 2.766)
C (5.012, -4.425, 3.046)
C (3.754, -3.871, 2.691)
C (2.553, -4.580, 2.958)
C (1.353, -4.063, 2.573)
C (1.303, -2.805, 1.932)
C (2.412, -2.044, 1.680)
C (3.672, -2.602, 2.047)
H (7.048, -1.989, 1.882)
H (7.134, -4.202, 3.031)
H (5.027, -5.390, 3.543)
H (2.615, -5.538, 3.465)
H (0.436, -4.611, 2.759)
H (0.320, -2.443, 1.633)
C (1.780, -4.292, -3.492)
S (0.693, -2.899, -3.890)
C (1.879, -1.640, -4.164)
C (2.658, -1.054, -3.221)
S (2.775, -1.402, -1.529)
S (3.795, 0.101, -3.917)
C (3.331, 0.035, -5.575)
S (3.989, 0.982, -6.757)
S (2.098, -1.129, -5.823)
H (1.128, -5.131, -3.239)
H (2.395, -4.032, -2.631)
H (2.398, -4.552, -4.351)
C (-2.438, 3.165, -2.148)
C (-3.373, 3.087, -0.943)
C (-3.456, 4.438, -0.254)
C (-4.759, 2.624, -1.378)
O (-2.881, 2.175, 0.052)
Si (-2.133, 0.715, -0.048)
S (-0.132, 0.873, -0.623)
O (-2.312, 0.005, 1.421)
C (-2.840, 0.416, 2.691)
C (-2.625, -0.771, 3.615)
C (-2.078, 1.632, 3.205)
C (-4.330, 0.722, 2.570)
O (-2.961, -0.160, -1.166)
C (-3.165, -1.579, -1.305)
C (-4.508, -1.921, -0.665)
C (-3.197, -1.844, -2.801)
C (-2.050, -2.389, -0.647)
H (-2.811, 3.913, -2.856)
H (-2.376, 2.197, -2.659)
H (-1.428, 3.440, -1.832)
H (-3.828, 5.200, -0.945)
H (-2.464, 4.732, 0.100)
H (-4.129, 4.383, 0.607)
H (-5.163, 3.297, -2.140)
H (-5.439, 2.612, -0.521)
H (-4.698, 1.615, -1.789)
H (-1.559, -1.005, 3.685)
H (-3.153, -1.649, 3.231)
H (-3.001, -0.545, 4.618)
H (-1.016, 1.398, 3.282)
H (-2.442, 1.925, 4.195)
H (-2.199, 2.476, 2.519)
H (-4.871, -0.167, 2.229)
H (-4.496, 1.529, 1.853)
H (-4.729, 1.022, 3.543)
H (-5.306, -1.339, -1.135)
H (-4.477, -1.674, 0.400)
H (-4.731, -2.988, -0.775)
H (-3.937, -1.197, -3.282)
H (-3.457, -2.890, -2.999)
H (-2.216, -1.641, -3.237)
H (-2.038, -2.226, 0.436)
H (-1.076, -2.112, -1.051)
H (-2.212, -3.455, -0.839)
F (1.275, 0.082, 3.459)
B (1.738, 1.414, 3.373)
F (3.057, 1.313, 2.808)
F (1.689, 2.124, 4.532)
F (0.975, 1.994, 2.303)
N (2.877, 6.629, -3.419)
C (2.858, 5.707, -2.733)
C (2.845, 4.559, -1.847)
C (3.154, 3.294, -2.317)
C (3.125, 2.249, -1.414)
N (2.809, 2.395, -0.128)
C (2.523, 3.618, 0.318)
C (2.530, 4.728, -0.503)
H (3.405, 3.116, -3.355)
H (3.359, 1.242, -1.727)
H (2.265, 3.705, 1.363)
H (2.285, 5.704, -0.107)

The calculation puts the energy above the lowest of the compared OMol25 structures with the same formula, charge and spin at 0.5651 eV. Its spin multiplicity is 7. The LUMO energy (alpha / beta) is 1.3161 / 1.3172 eV. Its expectation value of S² is 12.69. Its total energy is -8080.654384 a.u. The charge is -1. The calculation puts the HOMO-LUMO gap (alpha / beta) at 6.35 / 6.34 eV.

Mulliken atomic charges, in units of e: 0.697 -0.139 0.808 -0.831 -0.521 -0.945 1.172 -0.934 -1.067 -0.666 0.572 0.169 0.410 0.371 0.336 0.317 0.457 0.369 -0.764 0.010 -0.011 -0.329 0.016 -0.002 0.077 -0.288 -0.168 0.320 0.178 0.294 -1.496 1.761 -1.825 -1.574 0.272 -1.979 0.310 1.161 1.918 -1.698 -1.121 -1.665 -0.078 2.063 -1.750 -1.812 -1.172 0.539 0.201 0.237 0.448 0.300 0.324 0.478 0.334 0.133 0.205 0.342 0.415 0.019 0.533 0.094 0.347 0.075 0.494 0.348 0.163 0.433 0.353 0.401 0.268 -0.038 0.164 0.618 -0.411 0.661 -0.220 -0.311 -0.158 -0.483 -0.158 0.578 -0.444 0.240 0.220 -0.585 -0.763 0.540 -0.259 0.601 0.496

***

Computed, not measured: C42H102Br8Cl2N7O9V as an isolated structure, with the ωB97M-V functional and the def2-TZVPD basis.

CARTESIAN COORDINATES (ANGSTROEM)
O (-16.050, 10.124, -10.282)
V (-16.819, 8.743, -10.522)
O (-18.227, 8.929, -9.873)
C (-19.436, 4.097, -10.556)
C (-18.502, 4.864, -9.467)
C (-18.418, 3.863, -8.226)
C (-17.426, 2.710, -8.397)
C (-16.080, 3.210, -8.947)
C (-16.096, 4.264, -10.117)
N (-17.157, 5.322, -9.928)
O (-17.188, 6.292, -11.039)
C (-16.233, 3.556, -11.427)
C (-14.731, 5.015, -10.158)
C (-19.277, 6.102, -8.923)
H (-20.469, 4.132, -10.210)
H (-19.173, 3.065, -10.791)
H (-19.288, 4.614, -11.504)
H (-19.435, 3.581, -7.954)
H (-18.188, 4.440, -7.331)
H (-17.962, 2.010, -9.037)
H (-17.184, 2.335, -7.402)
H (-15.497, 2.322, -9.191)
H (-15.597, 3.676, -8.088)
H (-16.182, 4.245, -12.270)
H (-17.167, 3.001, -11.508)
H (-15.440, 2.860, -11.704)
H (-14.025, 4.206, -10.349)
H (-14.533, 5.407, -9.161)
H (-14.639, 5.757, -10.951)
H (-19.632, 6.728, -9.741)
H (-18.677, 6.773, -8.309)
H (-20.098, 5.776, -8.285)
Br (-13.264, 0.409, -9.563)
C (-14.491, -0.556, -10.801)
C (-15.765, -0.886, -9.967)
Br (-17.024, -2.156, -10.859)
H (-13.976, -1.469, -11.100)
H (-14.663, 0.113, -11.644)
H (-16.278, 0.037, -9.696)
H (-15.421, -1.382, -9.059)
Br (-19.556, 6.846, -5.162)
C (-19.838, 8.754, -5.660)
C (-20.620, 8.883, -6.994)
Br (-20.381, 10.733, -7.455)
H (-18.871, 9.257, -5.655)
H (-20.426, 9.111, -4.815)
H (-21.677, 8.626, -6.913)
H (-20.265, 8.210, -7.774)
Br (-21.913, 2.508, -8.293)
C (-22.206, 1.941, -10.187)
C (-23.539, 1.227, -10.332)
Br (-23.652, 0.356, -12.128)
H (-21.359, 1.300, -10.430)
H (-22.194, 2.809, -10.846)
H (-24.357, 1.948, -10.325)
H (-23.883, 0.590, -9.518)
Br (-19.391, 0.608, -12.283)
C (-19.919, -0.543, -13.834)
C (-18.933, -0.435, -14.965)
Br (-19.472, -1.696, -16.404)
H (-20.944, -0.224, -14.024)
H (-19.956, -1.566, -13.459)
H (-17.960, -0.812, -14.647)
H (-18.832, 0.567, -15.381)
C (-15.809, 7.583, -6.046)
C (-16.190, 8.564, -7.143)
C (-15.710, 9.974, -6.981)
O (-16.278, 10.604, -5.828)
C (-15.472, 11.863, -5.547)
N (-15.777, 8.016, -8.434)
H (-16.280, 6.615, -6.214)
H (-16.072, 7.945, -5.052)
H (-14.741, 7.444, -5.880)
H (-17.276, 8.643, -7.181)
H (-16.155, 10.567, -7.780)
H (-14.631, 10.045, -7.115)
H (-15.407, 12.648, -6.301)
H (-14.427, 11.695, -5.286)
H (-15.860, 12.307, -4.630)
H (-14.774, 7.959, -8.540)
H (-16.022, 7.036, -8.440)
C (-13.697, 5.034, -13.675)
C (-13.352, 6.056, -14.771)
C (-12.149, 5.580, -15.555)
O (-11.897, 6.425, -16.629)
C (-11.256, 7.603, -16.270)
N (-14.585, 6.213, -15.576)
H (-14.572, 5.332, -13.097)
H (-12.888, 5.061, -12.945)
H (-13.866, 4.021, -14.040)
H (-13.200, 7.015, -14.278)
H (-12.418, 4.623, -16.002)
H (-11.325, 5.373, -14.873)
H (-10.310, 7.385, -15.775)
H (-11.803, 8.327, -15.666)
H (-10.988, 8.243, -17.110)
H (-14.875, 5.261, -15.747)
H (-14.308, 6.587, -16.473)
C (-16.400, -1.738, -2.560)
C (-15.480, -0.513, -2.735)
C (-15.881, 0.363, -3.937)
O (-15.137, 1.537, -3.858)
C (-15.204, 2.379, -5.045)
N (-15.683, 0.188, -1.521)
H (-16.379, -2.346, -3.464)
H (-17.440, -1.439, -2.433)
H (-16.134, -2.362, -1.707)
H (-14.418, -0.753, -2.791)
H (-16.964, 0.484, -3.953)
H (-15.639, -0.254, -4.802)
H (-14.726, 1.859, -5.876)
H (-14.687, 3.333, -4.951)
H (-16.234, 2.620, -5.307)
H (-15.084, 0.997, -1.599)
H (-15.164, -0.258, -0.777)
C (-18.625, 5.705, -14.489)
C (-19.671, 6.724, -14.277)
C (-21.094, 6.097, -14.389)
O (-22.110, 7.031, -14.051)
C (-22.453, 7.926, -15.175)
N (-19.479, 7.351, -12.937)
H (-18.780, 5.032, -15.333)
H (-18.502, 5.040, -13.634)
H (-17.645, 6.166, -14.613)
H (-19.526, 7.444, -15.082)
H (-21.295, 5.283, -13.692)
H (-21.217, 5.661, -15.380)
H (-23.115, 8.719, -14.828)
H (-22.902, 7.341, -15.978)
H (-21.525, 8.422, -15.461)
H (-20.387, 7.609, -12.576)
H (-19.247, 6.635, -12.264)
C (-16.728, 4.133, -18.465)
C (-16.164, 3.667, -17.119)
C (-16.616, 2.187, -16.823)
O (-16.149, 1.634, -15.584)
C (-16.733, 2.248, -14.479)
N (-14.750, 3.853, -17.204)
H (-17.770, 3.890, -18.673)
H (-16.086, 3.719, -19.243)
H (-16.599, 5.215, -18.471)
H (-16.567, 4.327, -16.352)
H (-16.152, 1.611, -17.624)
H (-17.668, 1.963, -16.995)
H (-17.799, 2.444, -14.589)
H (-16.188, 3.156, -14.220)
H (-16.589, 1.625, -13.596)
H (-14.540, 3.411, -18.088)
H (-14.329, 3.248, -16.514)
C (-13.541, 9.894, -12.608)
C (-13.471, 8.617, -11.789)
C (-12.941, 8.951, -10.373)
O (-12.851, 7.838, -9.568)
C (-11.782, 6.985, -9.905)
N (-14.810, 8.079, -11.861)
H (-14.117, 10.696, -12.147)
H (-13.922, 9.694, -13.609)
H (-12.501, 10.188, -12.747)
H (-12.831, 7.940, -12.355)
H (-13.720, 9.441, -9.788)
H (-12.074, 9.611, -10.357)
H (-11.774, 6.035, -9.371)
H (-10.799, 7.410, -9.704)
H (-11.723, 6.761, -10.970)
H (-14.683, 7.102, -11.636)
H (-15.045, 8.144, -12.841)
C (-11.542, 2.368, -11.814)
Cl (-10.639, 2.357, -13.332)
Cl (-10.974, 3.709, -10.765)
H (-12.614, 2.482, -11.974)
H (-11.398, 1.408, -11.318)

Its spin multiplicity is 2. The LUMO energy (alpha / beta) is 1.5160 / 1.5160 eV. Its expectation value of S² is 0.76. Its total energy is -25178.240273 a.u. The charge is -1. The calculation puts the HOMO-LUMO gap (alpha / beta) at 4.59 / 5.27 eV.

Atom charges from the Mulliken analysis, given in e for atoms 1 to 99: -0.718 0.909 -0.912 -0.882 2.162 -1.490 -0.221 -0.628 3.272 0.623 0.579 -0.606 -1.372 -1.492 0.504 -0.391 -0.526 0.025 0.106 0.124 0.468 -1.132 0.580 -0.686 0.031 0.153 0.276 0.730 -1.801 0.366 -0.439 0.521 -0.206 -0.244 -0.157 -0.179 0.514 0.022 -0.195 0.439 -0.197 -0.491 0.164 -0.157 0.164 0.421 0.471 -0.375 -0.120 -0.100 -0.683 -0.217 -0.068 0.345 0.420 0.464 -0.001 -0.613 -0.314 -0.177 0.391 0.389 0.339 0.107 -1.510 1.735 -1.157 -0.338 -0.908 0.913 0.180 0.467 0.286 -0.888 0.453 0.456 0.337 0.342 0.308 0.037 -0.525 -0.676 1.634 -0.644 -0.392 -0.651 -0.458 -0.380 0.293 0.484 -0.520 0.107 0.380 0.320 0.198 0.320 -0.317 0.356 -1.403